{
  "formula": "C11H8ClN3",
  "method": "ωB97M-V/def2-TZVPD",
  "elements": ["C", "C", "C", "C", "C", "C", "C", "C", "C", "C", "C", "N", "N", "N", "Cl", "H", "H", "H", "H", "H", "H", "H", "H"],
  "xyz": [[1.00708, -2.08114, 0.97097], [-2.82865, -0.36506, 0.24126], [-2.32036, 0.55102, 1.21253], [-2.01052, -0.93186, -0.68333], [-1.05322, 1.03408, 1.13318], [-0.71840, -0.39289, -0.77789], [-0.19708, 0.37600, 0.28459], [3.59832, -0.52468, -0.78485], [3.12274, 0.63510, -1.24958], [2.10670, -1.19237, 0.77054], [1.20606, 0.79936, 0.12528], [0.03201, -2.67645, 0.75947], [2.92561, -1.47224, -0.20561], [1.77437, 0.83376, -0.99014], [1.81166, 1.83181, 1.55091], [-3.85179, -0.73023, 0.47417], [-3.03714, 0.85662, 1.93164], [-2.46373, -1.80549, -1.20070], [-0.75586, 1.71976, 1.90906], [-0.15496, -0.92558, -1.59767], [4.48412, -0.86624, -1.44877], [3.59630, 1.16622, -2.11120], [2.30470, -0.40874, 1.45594]],
  "gap_ev": [6.52, 6.51],
  "energy_ev": -28523.0910,
  "lumo_ev": [-0.21, -2.78],
  "multiplicity": 3,
  "s2": 2.02
}

=====

{
  "formula": "C5H14NOS",
  "method": "ωB97M-V/def2-TZVPD",
  "elements": ["C", "C", "S", "C", "N", "C", "C", "H", "H", "H", "H", "H", "H", "H", "H", "H", "H", "H", "H", "H", "H", "O"],
  "xyz": [[-0.31351, 0.77903, -0.23512], [-0.23015, 0.27969, -1.73555], [-0.44826, 1.82668, -2.69700], [-0.31305, -0.44775, 0.74417], [1.06320, -1.08189, 0.74956], [2.01360, -0.16672, 1.36687], [0.99576, -2.27457, 1.55503], [-1.17944, 1.42762, -0.12102], [0.55673, 1.37020, -0.10879], [0.73702, -0.16765, -1.90622], [-1.04294, -0.46328, -1.92805], [-1.00338, -1.18817, 0.34499], [-0.58750, -0.21601, 1.77465], [2.05046, 0.80813, 0.82382], [3.03040, -0.48532, 1.19440], [1.71307, 0.10324, 2.40470], [0.57024, -2.10064, 2.60449], [0.29630, -3.00802, 1.12641], [1.97800, -2.76867, 1.66161], [-3.60608, 3.17048, -2.94152], [-2.66175, 2.16758, -2.36010], [-3.61872, 2.43605, -2.31733]],
  "relative_energy_ev": 0.959,
  "gap_ev": 6.03,
  "energy_ev": -19785.2959,
  "total_charge": -1,
  "lumo_ev": 3.39
}

=====

{
  "formula": "C35H49BN14O3",
  "method": "ωB97M-V/def2-TZVPD",
  "elements": ["C", "N", "C", "C", "C", "C", "C", "C", "N", "O", "B", "O", "O", "C", "C", "C", "C", "H", "H", "H", "H", "H", "H", "H", "H", "H", "H", "H", "H", "H", "C", "C", "N", "H", "H", "H", "C", "C", "N", "H", "H", "H", "C", "C", "N", "H", "H", "H", "C", "C", "N", "H", "H", "H", "C", "C", "N", "H", "H", "H", "C", "C", "N", "H", "H", "H", "C", "C", "N", "H", "H", "H", "C", "C", "N", "H", "H", "H", "C", "C", "N", "H", "H", "H", "C", "C", "N", "H", "H", "H", "C", "C", "N", "H", "H", "H", "C", "C", "N", "H", "H", "H"],
  "xyz": [[-5.68026, -3.16640, 1.32578], [-4.23453, -2.78086, 1.25713], [-3.94178, -1.51075, 0.60268], [-2.50995, -0.96602, 0.41691], [-1.30503, -1.81803, 0.97278], [0.13753, -1.19482, 0.77050], [0.73999, -1.00398, -0.67663], [2.15384, -0.34344, -0.86182], [2.94930, 0.12980, 0.25409], [4.15721, 0.73551, 0.09936], [3.84045, 2.18618, 0.13479], [3.57726, 2.96750, -1.05295], [3.82056, 2.91982, 1.38954], [2.43577, -0.05105, 1.60414], [1.05169, -0.68799, 1.94726], [-1.64030, -3.14907, 1.69166], [-3.14691, -3.58969, 1.79721], [-5.85713, -4.08349, 0.65486], [-6.36266, -2.33826, 0.89381], [-6.04892, -3.42886, 2.37336], [-4.81688, -0.87745, 0.21566], [-2.30895, 0.03581, -0.09731], [0.20006, -1.31890, -1.62867], [2.59582, -0.20511, -1.91493], [2.60610, 2.95797, -1.26190], [2.91441, 2.87075, 1.79442], [3.11772, 0.32113, 2.44718], [0.71600, -0.76385, 3.04272], [-0.81485, -3.80017, 2.12578], [-3.47875, -4.55731, 2.32434], [5.34226, 4.42430, -3.89407], [4.54556, 5.13152, -4.95003], [3.91729, 5.68909, -5.78335], [4.68456, 3.79540, -3.29177], [6.10482, 3.79798, -4.36084], [5.82977, 5.15392, -3.24518], [4.90694, 3.66569, -8.10799], [5.92625, 2.57897, -8.28327], [6.73037, 1.72174, -8.42007], [3.92064, 3.29998, -8.39841], [4.87642, 3.98059, -7.06624], [5.16658, 4.52309, -8.73123], [1.00044, 5.50214, 1.23841], [0.58736, 4.20110, 0.61610], [0.24923, 3.16856, 0.12159], [0.14352, 5.96713, 1.72869], [1.78338, 5.32761, 1.97852], [1.38079, 6.17662, 0.46940], [-7.60553, -1.05145, -2.25606], [-8.25156, -2.05908, -1.35274], [-8.75903, -2.85237, -0.63581], [-6.76353, -1.51164, -2.77769], [-8.32780, -0.68963, -2.99012], [-7.24246, -0.20640, -1.66807], [-2.26157, 0.03459, 5.07179], [-1.23524, -1.04695, 4.91507], [-0.42466, -1.90126, 4.78637], [-3.23817, -0.33575, 4.76331], [-2.31305, 0.34966, 6.11587], [-1.99401, 0.89277, 4.45309], [2.74307, 0.47800, 5.98807], [1.95764, 1.18309, 4.92186], [1.33634, 1.74144, 4.08136], [2.07819, -0.14924, 6.58453], [3.50995, -0.14965, 5.53061], [3.22337, 1.20976, 6.63986], [-1.11018, -7.44019, 3.49866], [-2.30243, -6.82401, 4.17000], [-3.24272, -6.33710, 4.69808], [-0.43058, -6.65760, 3.15699], [-0.58286, -8.08790, 4.20095], [-1.43236, -8.03267, 2.64071], [8.73377, 3.12920, -10.57370], [9.28439, 4.37451, -11.20378], [9.71779, 5.35615, -11.70039], [9.46558, 2.70747, -9.88305], [7.82152, 3.36305, -10.02536], [8.50613, 2.39193, -11.34520], [-2.80559, -3.89784, -2.37691], [-3.92820, -2.92740, -2.59502], [-4.81323, -2.16121, -2.75840], [-2.37059, -4.18346, -3.33623], [-2.03291, -3.43820, -1.75739], [-3.18002, -4.79184, -1.87525], [7.76358, 2.94856, 1.04444], [8.12109, 3.84765, -0.10175], [8.40125, 4.55499, -1.00653], [6.84244, 3.29734, 1.51555], [7.61584, 1.92877, 0.68384], [8.56525, 2.95115, 1.78461], [-5.32129, 2.94093, 4.64700], [-5.00646, 1.59624, 4.06184], [-4.75802, 0.53519, 3.60032], [-4.81102, 3.05758, 5.60466], [-4.98922, 3.72787, 3.96774], [-6.39730, 3.03478, 4.80260], [-7.97177, -5.74557, 3.11707], [-8.89502, -6.73357, 3.76484], [-9.62253, -7.51207, 4.27542], [-7.34399, -5.27247, 3.87487], [-7.33337, -6.25417, 2.39215], [-8.55189, -4.97637, 2.60336]],
  "gap_ev": 5.37,
  "energy_ev": -64744.2275,
  "total_charge": 2,
  "lumo_ev": -7.68
}

=====

{
  "formula": "C4H4N2",
  "method": "ωB97M-V/def2-TZVPD",
  "elements": ["N", "C", "C", "C", "C", "N", "H", "H", "H", "H"],
  "xyz": [[1.03051, -1.02961, 0.55919], [-0.02648, -0.35938, -0.13040], [-0.27934, 1.03450, 0.24053], [-0.49210, 2.15678, 0.63266], [-0.46400, -0.83085, -1.41634], [-0.96913, -1.25284, -2.37664], [1.94741, -1.05938, 0.12535], [1.10884, -0.73089, 1.52503], [-1.14342, -1.09111, -0.19999], [-0.71859, 3.15210, 0.96434]],
  "relative_energy_ev": 4.399,
  "gap_ev": 9.93,
  "energy_ev": -7188.2892,
  "lumo_ev": 0.57
}

=====

{
  "formula": "C9H14",
  "method": "ωB97M-V/def2-TZVPD",
  "elements": ["C", "C", "C", "C", "C", "C", "C", "H", "H", "H", "H", "H", "H", "H", "H", "C", "C", "H", "H", "H", "H", "H", "H"],
  "xyz": [[1.44776, -1.23125, 2.67403], [0.34413, -0.71088, 1.85160], [-0.94918, -1.09090, 2.15303], [-1.95455, -0.77048, 1.24693], [-1.71212, -0.08684, 0.06385], [-0.37850, 0.27025, -0.24020], [0.63121, -0.02267, 0.65170], [1.30506, -2.14942, 3.24887], [1.80329, -0.52844, 3.47285], [2.46974, -1.13186, 2.29889], [-1.08108, -1.53698, 3.13125], [-2.99723, -0.87101, 1.56282], [-2.43617, 0.38710, -0.57290], [-0.13004, 0.87451, -1.11107], [1.67332, 0.27501, 0.57030], [1.57195, 1.60895, -3.37339], [0.08928, 1.35949, -3.62774], [2.08604, 0.96126, -2.68422], [2.21163, 1.74506, -4.25599], [1.74510, 2.60731, -2.90323], [-0.06054, 1.05347, -4.66847], [-0.44001, 2.29862, -3.48159], [-0.34418, 0.51517, -3.11211]],
  "relative_energy_ev": 1.177,
  "gap_ev": 9.81,
  "energy_ev": -9559.0040,
  "lumo_ev": 1.00,
  "smiles": "Cc1ccccc1.CC"
}